1.
Formula: H26NO15S
Source: OMol25
Level of theory: the ωB97M-V functional and the def2-TZVPD basis

Each line ends with the Mulliken charge.
Positions of all 43 atoms, in Å:
1 N 20.889 46.620 16.079  -0.116
2 H 20.662 45.729 15.421  0.369
3 H 20.307 46.549 16.818  0.421
4 H 20.770 47.643 15.769  0.069
5 H 21.818 46.362 16.574  0.256
6 S 19.377 50.307 16.378  1.188
7 O 19.545 50.031 14.946  -0.851
8 O 17.984 50.706 16.689  -0.775
9 O 19.748 49.146 17.125  -0.784
10 O 20.325 51.326 16.844  -0.798
11 O 21.577 43.886 17.748  -0.532
12 H 21.349 44.050 18.703  0.302
13 H 21.759 43.012 17.731  0.225
14 O 25.170 46.794 17.224  -0.701
15 H 25.649 47.506 17.793  0.302
16 H 24.178 47.002 17.369  0.383
17 O 17.591 47.840 17.146  -0.633
18 H 17.929 47.725 18.024  0.266
19 H 17.964 48.622 17.113  0.371
20 O 19.725 48.024 19.099  -0.759
21 H 19.021 48.379 19.535  0.242
22 H 19.939 48.637 18.343  0.557
23 O 19.222 46.984 13.244  -0.599
24 H 19.177 46.730 12.398  0.243
25 H 18.595 47.703 13.100  0.332
26 O 21.500 43.314 14.857  -0.568
27 H 20.778 42.731 14.933  0.270
28 H 22.187 43.133 15.519  0.286
29 O 22.691 46.870 18.875  -0.486
30 H 22.468 47.393 19.648  0.249
31 H 22.546 45.942 19.213  0.206
32 O 21.147 48.459 13.325  -0.690
33 H 20.672 49.199 13.776  0.408
34 H 20.337 48.007 13.291  0.390
35 O 22.508 48.385 16.762  -0.689
36 H 21.715 48.793 17.113  0.339
37 H 22.960 48.067 17.586  0.280
38 O 18.718 44.101 17.484  -0.559
39 H 19.536 43.664 17.268  0.290
40 H 18.083 43.634 16.959  0.307
41 O 22.749 45.873 13.281  -0.592
42 H 22.490 45.026 13.060  0.274
43 H 22.693 46.463 12.418  0.306

Values from the calculation:
Energy relative to the best compared isomer or geometry (same formula, charge and spin) (kJ/mol): 294.67
Molecular weight (g/mol): 312.27
Net charge: -1
Gap between HOMO and LUMO (eV): 4.9

2.
Formula: C4H10NOS
Source: OMol25
Level of theory: the ωB97M-V functional and the def2-TZVPD basis

Each line ends with the Mulliken charge.
Positions of all 17 atoms, in Å:
1 O -1.866 0.634 1.578  -0.780
2 C -0.888 1.470 1.694  -0.562
3 N 0.292 1.153 0.784  -0.251
4 C 0.854 -0.156 1.034  -0.943
5 C 0.049 -1.292 0.370  -0.477
6 C -0.427 -0.906 -1.003  -0.698
7 S 0.920 -0.559 -2.210  -0.313
8 H -0.387 1.579 2.709  0.241
9 H -1.023 2.577 1.469  0.214
10 H 1.020 1.864 0.849  0.196
11 H 1.890 -0.179 0.687  0.480
12 H 0.903 -0.351 2.120  0.381
13 H -0.841 -1.404 0.984  0.293
14 H 0.680 -2.189 0.309  0.366
15 H -1.075 -0.030 -0.947  0.312
16 H -0.929 -1.713 -1.515  0.427
17 H 1.432 0.480 -1.530  0.116

Values from the calculation:
Energy relative to the best compared isomer or geometry (same formula, charge and spin) (kJ/mol): 233.97
Molecular weight (g/mol): 120.20
Net charge: -1
Gap between HOMO and LUMO (eV): 6.1

3.
Formula: C11H20N3OS
Source: OMol25
Level of theory: the ωB97M-V functional and the def2-TZVPD basis

Each line ends with the Mulliken charge.
Positions of all 36 atoms, in Å:
1 C 1.974 2.453 1.914  -0.439
2 C 1.104 1.470 2.139  -0.524
3 N 1.151 0.304 1.288  0.137
4 C 0.870 0.256 0.016  -0.334
5 N 0.445 1.298 -0.727  0.369
6 C -0.695 2.112 -0.362  -1.293
7 C -1.968 1.280 -0.300  0.644
8 C -3.042 1.870 0.532  -0.737
9 O -2.208 0.685 0.915  -0.405
10 C 0.692 1.024 -2.160  -0.548
11 C 1.488 -0.306 -2.017  -0.619
12 N 1.077 -0.905 -0.734  0.161
13 C -0.154 -1.686 -1.033  -0.565
14 C -0.782 -2.442 0.146  -0.725
15 C 0.173 -2.999 1.207  -0.796
16 S 1.652 -3.852 0.584  -0.206
17 H 2.138 3.203 2.677  0.297
18 H 2.631 2.510 1.056  0.255
19 H 0.169 1.713 2.631  0.373
20 H 1.476 -0.563 1.694  0.289
21 H -0.932 2.924 -1.045  0.478
22 H -0.716 2.526 0.642  0.372
23 H -2.270 0.770 -1.209  0.319
24 H -4.023 1.427 0.458  0.311
25 H -2.801 2.571 1.316  0.296
26 H -0.239 0.786 -2.672  0.305
27 H 1.268 1.863 -2.527  0.382
28 H 1.452 -0.965 -2.874  0.418
29 H 2.536 0.004 -1.977  0.357
30 H -0.937 -1.087 -1.505  0.186
31 H 0.141 -2.426 -1.770  0.673
32 H -1.291 -3.306 -0.281  0.474
33 H -1.568 -1.858 0.625  0.224
34 H 0.452 -2.264 1.957  0.278
35 H -0.388 -3.751 1.758  0.465
36 H 1.123 -4.643 -0.362  0.128

Values from the calculation:
Molecular weight (g/mol): 242.37
Net charge: +1
Gap between HOMO and LUMO (eV): 8.7

4.
Formula: C23H31N3O6S
Source: OMol25
Level of theory: the ωB97M-V functional and the def2-TZVPD basis

Each line ends with the Mulliken charge.
Positions of all 64 atoms, in Å:
1 C 5.234 2.678 -1.728  -1.506
2 C 4.578 1.430 -1.143  -0.186
3 N 3.156 1.602 -0.957  0.279
4 C 2.303 1.778 -2.109  -0.444
5 C 2.371 0.650 -3.139  -1.082
6 S 2.464 0.930 0.391  0.850
7 O 1.185 1.567 0.564  -0.633
8 O 3.407 1.048 1.465  -0.771
9 C 2.133 -0.806 0.015  0.194
10 C 0.864 -1.038 -0.475  -0.554
11 C 0.442 -2.328 -0.782  0.350
12 N -0.873 -2.477 -1.228  -0.082
13 C -1.717 -3.493 -0.923  0.303
14 O -1.385 -4.598 -0.559  -0.637
15 C -3.207 -3.100 -1.053  0.218
16 C -3.632 -2.865 -2.498  -1.273
17 O -3.513 -2.021 -0.152  -0.485
18 C -3.099 -0.750 -0.368  1.027
19 O -2.568 -0.375 -1.403  -0.733
20 C -3.293 0.072 0.793  -0.911
21 N -3.946 -0.387 1.917  0.076
22 C -3.870 0.522 2.897  -0.151
23 C -4.502 0.313 4.218  -1.310
24 C -3.118 1.609 2.427  0.500
25 C -2.759 2.737 3.293  0.686
26 C -1.611 3.611 2.858  -1.118
27 O -3.340 2.934 4.343  -0.644
28 C -2.762 1.327 1.083  1.419
29 C -1.991 2.159 0.127  -1.655
30 C 1.322 -3.389 -0.592  -0.554
31 C 2.593 -3.136 -0.114  -0.822
32 C 3.034 -1.849 0.198  0.713
33 C 4.427 -1.644 0.704  -1.790
34 H 6.314 2.560 -1.713  0.437
35 H 4.967 3.547 -1.134  0.331
36 H 4.920 2.843 -2.755  0.331
37 H 4.794 0.561 -1.780  0.309
38 H 4.979 1.245 -0.147  0.320
39 H 1.293 1.866 -1.710  0.089
40 H 2.559 2.728 -2.588  0.439
41 H 2.194 -0.315 -2.671  0.217
42 H 1.609 0.813 -3.897  0.424
43 H 3.340 0.629 -3.631  0.343
44 H 0.189 -0.203 -0.581  0.547
45 H -1.307 -1.602 -1.525  0.236
46 H -3.782 -3.933 -0.634  0.367
47 H -3.067 -2.060 -2.958  0.260
48 H -4.690 -2.611 -2.531  0.370
49 H -3.472 -3.781 -3.060  0.446
50 H -4.397 -1.287 1.970  0.239
51 H -5.442 0.863 4.272  0.250
52 H -3.862 0.710 5.002  0.366
53 H -4.698 -0.743 4.391  0.388
54 H -1.288 4.212 3.704  0.401
55 H -1.942 4.280 2.067  0.306
56 H -0.783 3.015 2.484  0.171
57 H -2.307 3.198 0.170  0.512
58 H -2.137 1.785 -0.882  0.421
59 H -0.925 2.116 0.361  0.132
60 H 0.998 -4.395 -0.800  0.498
61 H 3.271 -3.963 0.032  0.439
62 H 4.763 -2.524 1.248  0.529
63 H 5.110 -1.485 -0.130  0.249
64 H 4.470 -0.777 1.356  0.359

Values from the calculation:
Energy relative to the best compared isomer or geometry (same formula, charge and spin) (kJ/mol): 25.30
Molecular weight (g/mol): 477.58
Net charge: 0
Gap between HOMO and LUMO (eV): 9.2

5.
Formula: C18H50ClO19S7
Source: OMol25
Level of theory: the ωB97M-V functional and the def2-TZVPD basis

Each line ends with the Mulliken charge.
Positions of all 95 atoms, in Å:
1 Cl 16.979 -3.610 3.923  1.492
2 O 15.737 -4.205 4.471  -0.652
3 O 18.122 -4.308 4.457  -0.580
4 O 16.897 -3.651 2.479  -0.629
5 O 17.043 -2.148 4.248  -0.633
6 O 14.753 -9.851 1.944  -0.568
7 S 14.774 -10.652 3.150  1.043
8 O 13.575 -10.970 3.929  -0.617
9 O 15.453 -12.121 2.802  -0.275
10 C 14.774 -13.361 3.002  -0.195
11 C 15.804 -14.423 2.615  -1.134
12 C 16.163 -10.089 4.136  -0.879
13 H 13.948 -13.447 2.296  0.303
14 H 14.334 -13.627 3.964  0.327
15 H 16.064 -14.353 1.559  0.285
16 H 15.448 -15.409 2.915  0.367
17 H 16.666 -14.162 3.229  0.312
18 H 17.155 -10.376 3.787  0.341
19 H 15.986 -10.740 4.992  0.313
20 H 16.118 -9.046 4.452  0.376
21 O 15.134 3.706 8.549  -0.584
22 S 16.330 2.887 8.417  1.028
23 O 17.642 3.415 8.603  -0.542
24 O 16.185 1.395 9.121  -0.301
25 C 17.334 0.721 9.540  -0.386
26 C 18.425 0.204 8.488  -0.979
27 C 16.406 2.428 6.576  -0.824
28 H 17.086 -0.205 10.059  0.364
29 H 17.758 1.248 10.395  0.359
30 H 18.031 -0.418 7.684  0.375
31 H 19.187 -0.324 9.061  0.334
32 H 18.778 1.072 7.932  0.258
33 H 16.404 3.407 6.097  0.327
34 H 15.482 1.977 6.213  0.301
35 H 17.310 1.842 6.403  0.271
36 O 24.124 1.192 5.914  -0.600
37 S 23.005 0.375 5.341  1.129
38 O 21.700 0.934 5.078  -0.534
39 O 23.567 -0.588 4.050  -0.353
40 C 22.653 -1.311 3.199  -0.241
41 C 21.845 -0.387 2.253  -0.974
42 C 22.833 -1.009 6.467  -0.976
43 H 21.932 -1.984 3.663  0.188
44 H 23.299 -2.049 2.724  0.385
45 H 22.578 -0.106 1.497  0.297
46 H 21.638 0.583 2.703  0.284
47 H 20.964 -0.810 1.770  0.339
48 H 21.995 -1.652 6.198  0.349
49 H 22.770 -0.496 7.427  0.354
50 H 23.613 -1.767 6.533  0.348
51 O 21.344 -8.066 -1.817  -0.616
52 S 21.378 -6.609 -1.835  1.155
53 O 21.975 -5.752 -0.868  -0.560
54 O 22.147 -6.141 -3.242  -0.310
55 C 21.560 -6.587 -4.414  -0.288
56 C 22.536 -6.390 -5.539  -1.153
57 C 19.608 -6.044 -2.058  -0.987
58 H 20.620 -6.077 -4.622  0.353
59 H 21.181 -7.607 -4.465  0.401
60 H 23.127 -7.287 -5.358  0.267
61 H 23.023 -5.431 -5.364  0.319
62 H 21.977 -6.525 -6.466  0.338
63 H 19.781 -4.980 -2.224  0.336
64 H 19.051 -6.238 -1.142  0.418
65 H 19.024 -6.550 -2.827  0.326
66 C 10.105 -0.277 5.088  -0.894
67 S 10.148 -0.422 3.206  0.490
68 O 10.178 1.041 2.826  -0.624
69 C 11.979 -0.826 3.167  -0.800
70 H 10.956 0.255 5.513  0.269
71 H 10.047 -1.295 5.472  0.335
72 H 9.264 0.344 5.400  0.334
73 H 12.291 -0.617 2.144  0.298
74 H 12.145 -1.888 3.348  0.360
75 H 12.606 -0.247 3.845  0.232
76 C 12.657 -4.182 -0.910  -0.756
77 S 12.516 -4.109 -2.708  0.465
78 O 11.081 -3.860 -3.097  -0.622
79 C 13.410 -2.436 -3.024  -0.984
80 H 13.452 -3.466 -0.703  0.241
81 H 13.109 -5.064 -0.457  0.354
82 H 11.695 -4.099 -0.403  0.291
83 H 13.087 -1.684 -2.304  0.318
84 H 13.078 -2.095 -4.005  0.331
85 H 14.492 -2.410 -3.149  0.365
86 C 21.933 -6.565 6.000  -0.942
87 S 21.910 -7.695 4.544  0.535
88 O 21.840 -9.208 4.913  -0.644
89 C 23.571 -7.357 4.080  -0.874
90 H 22.785 -6.662 6.673  0.397
91 H 21.124 -6.416 6.715  0.340
92 H 22.160 -5.574 5.606  0.251
93 H 24.280 -7.863 4.734  0.334
94 H 23.881 -6.318 4.189  0.310
95 H 23.720 -7.575 3.022  0.298

Values from the calculation:
Energy relative to the best compared isomer or geometry (same formula, charge and spin) (kJ/mol): 659.14
Molecular weight (g/mol): 830.50
Net charge: -1
Gap between HOMO and LUMO (eV): 8.1

Q: What is the gap between HOMO and LUMO in the fifth record?
A: 8.1 eV